C9H6Cl3N2O4Se2TaTe2 as an isolated structure. Source: the Open Molecules 2025 dataset; level of theory: ωB97M-V/def2-TZVPD.

```
! RIJCOSX wB97M-V def2-TZVPD def2/J DEFGRID3
* xyz 0 1
Ta 0.539 -0.249 -1.470
N -1.642 -1.552 -2.048
C -1.913 -2.358 -0.839
C -0.616 -2.306 -0.046
O -0.535 -2.224 1.148
O 0.432 -2.209 -0.883
H -2.487 -1.093 -2.368
H -1.286 -2.146 -2.789
H -2.197 -3.389 -1.054
H -2.700 -1.897 -0.246
Se 1.664 3.514 -1.490
Te 2.714 1.460 -2.137
Te 2.158 0.793 -4.778
Se 1.500 -1.367 -3.578
Cl -0.277 1.748 5.543
C 0.256 1.261 3.968
C -0.617 1.356 2.899
C -0.141 0.949 1.672
Cl -1.124 1.045 0.234
C 1.135 0.452 1.448
O 1.519 0.064 0.235
C 1.984 0.386 2.554
Cl 3.585 -0.207 2.338
C 1.547 0.782 3.805
H -1.622 1.730 3.023
H 2.215 0.717 4.651
O -2.164 2.151 -3.913
C -1.370 1.586 -3.270
N -0.558 1.004 -2.608
*
```

Results
Energy above the lowest of the compared OMol25 structures with the same formula, charge and spin in kcal/mol: 26.84
LUMO level in eV: -1.60
Gap between HOMO and LUMO in eV: 5.98
Highest occupied orbital energy in eV: -7.58

natural (NBO) population analysis, charges in e, atoms 1 to 4: 1.569 -0.808 -0.347 0.757